Record 1
ORCA calculation (wB97M-V/def2-TZVPD) on a 3-piece molecular cluster, C13H20ClIO4S2 overall in a non-equilibrium geometry.

ORCA input file:
```
! RIJCOSX wB97M-V def2-TZVPD def2/J DEFGRID3
* xyz 0 1
C 2.961 -0.182 0.775
C 2.394 -1.234 -0.291
C 1.579 -2.460 0.331
Cl 2.365 -3.256 1.777
C 0.061 -2.019 0.572
C -0.315 -0.847 1.258
C -1.886 -0.527 1.369
O -2.413 -0.020 2.368
C -2.730 -0.934 0.060
I -4.352 0.368 -0.552
C -2.357 -2.100 -0.623
C -1.142 -2.933 0.019
O -1.135 -4.168 0.121
H 3.048 -0.573 1.836
H 3.942 0.289 0.428
H 2.195 0.677 0.822
H 1.664 -0.677 -0.980
H 3.269 -1.607 -0.909
H 1.532 -3.263 -0.490
H 0.429 -0.135 1.722
H -2.869 -2.459 -1.564
C 5.174 -0.054 4.036
S 4.880 1.662 3.558
O 4.698 1.689 2.075
C 6.554 2.241 3.909
H 4.260 -0.623 3.862
H 5.982 -0.475 3.435
H 5.430 -0.098 5.095
H 7.275 1.675 3.316
H 6.765 2.121 4.973
H 6.616 3.297 3.644
C -5.292 2.190 -5.199
S -6.715 2.555 -4.149
O -6.227 2.609 -2.738
C -7.528 0.960 -4.379
H -4.618 3.046 -5.175
H -4.771 1.307 -4.826
H -5.629 2.024 -6.224
H -6.866 0.154 -4.058
H -7.792 0.834 -5.430
H -8.436 0.945 -3.775
*
```

E_HOMO = -0.336 hartree
Gap between HOMO and LUMO = 8.1 eV
Calculated total energy = -64283.9082 eV

Computed Mulliken charges, given in elementary charges: number 1, C, carries -0.59; number 2, C, carries -0.64; number 3, C, carries 0.04; number 4, Cl, carries -0.19; number 5, C, carries 0.16; number 6, C, carries -0.04; number 7, C, carries 0.14; number 8, O, carries -0.53; number 9, C, carries -0.07; number 10, I, carries 0.15; number 11, C, carries -0.41; number 12, C, carries 0.15; number 13, O, carries -0.51; number 14, H, carries -0.02; number 15, H, carries 0.34; number 16, H, carries 0.22; number 17, H, carries 0.34; number 18, H, carries 0.35; number 19, H, carries 0.38; number 20, H, carries 0.38; number 21, H, carries 0.36; number 22, C, carries -0.90; number 23, S, carries 0.46; number 24, O, carries -0.56; number 25, C, carries -0.96; number 26, H, carries 0.25; number 27, H, carries 0.30; number 28, H, carries 0.40; number 29, H, carries 0.31; number 30, H, carries 0.37; number 31, H, carries 0.32; number 32, C, carries -0.88; number 33, S, carries 0.50; number 34, O, carries -0.58; number 35, C, carries -0.88; number 36, H, carries 0.31; number 37, H, carries 0.27; number 38, H, carries 0.36; number 39, H, carries 0.27; number 40, H, carries 0.36; number 41, H, carries 0.30

Record 2
ORCA calculation (wB97M-V/def2-TZVPD) on C13H20ClN3O2Os as an isolated structure in a non-equilibrium geometry.

ORCA input file:
```
! RIJCOSX wB97M-V def2-TZVPD def2/J DEFGRID3
* xyz 2 5
Cl -2.257 0.487 -2.795
C 0.755 -2.527 -2.536
C 1.923 -1.762 -2.110
C 1.840 -0.468 -2.693
H 2.764 -2.141 -1.532
C 0.626 -0.377 -3.438
C -0.078 -1.652 -3.317
H -0.988 -1.916 -3.844
H 0.641 -3.607 -2.485
H 2.555 0.340 -2.630
C 0.120 0.808 -4.166
Os -0.157 -1.187 -1.150
C 0.406 -2.381 0.178
C -1.924 -1.714 -0.822
O 0.709 -3.127 1.040
O -3.021 -2.030 -0.601
H 0.502 1.739 -3.719
H -1.017 0.815 -3.948
H 0.269 0.766 -5.255
C 0.499 3.085 1.073
N 0.127 1.934 1.887
C -0.218 2.219 3.278
C -0.018 0.731 1.326
N 0.089 0.576 0.011
N -0.336 -0.343 2.168
C 0.560 -0.778 3.249
C -1.736 -0.734 2.300
H 0.538 3.955 1.738
H -0.249 3.282 0.287
H 1.496 2.933 0.639
H -1.224 1.828 3.502
H 0.548 1.777 3.938
H -0.215 3.312 3.383
H 0.352 1.437 -0.497
H 0.173 -0.508 4.242
H 0.640 -1.876 3.194
H 1.562 -0.360 3.117
H -2.346 -0.230 1.539
H -1.797 -1.822 2.148
H -2.113 -0.488 3.305
*
```

⟨S²⟩ = 6.028
E_HOMO (alpha / beta) = -0.491 / -0.577 hartree
Gap between HOMO and LUMO (alpha / beta) = 6.4 / 5.2 eV
Calculated total energy = -37339.2464 eV

Computed Mulliken charges, given in elementary charges: number 1, Cl, carries -0.10; number 2, C, carries -0.49; number 3, C, carries -0.58; number 4, C, carries -0.75; number 5, H, carries 0.56; number 6, C, carries 0.69; number 7, C, carries -0.68; number 8, H, carries 0.51; number 9, H, carries 0.59; number 10, H, carries 0.52; number 11, C, carries -0.74; number 12, Os, carries 1.23; number 13, C, carries 0.25; number 14, C, carries 0.23; number 15, O, carries -0.42; number 16, O, carries -0.35; number 17, H, carries 0.39; number 18, H, carries 0.14; number 19, H, carries 0.35; number 20, C, carries -1.04; number 21, N, carries 0.06; number 22, C, carries -0.72; number 23, C, carries 0.18; number 24, N, carries -0.44; number 25, N, carries 0.60; number 26, C, carries -1.15; number 27, C, carries -1.12; number 28, H, carries 0.27; number 29, H, carries 0.41; number 30, H, carries 0.41; number 31, H, carries 0.27; number 32, H, carries 0.27; number 33, H, carries 0.35; number 34, H, carries 0.13; number 35, H, carries 0.38; number 36, H, carries 0.33; number 37, H, carries 0.41; number 38, H, carries 0.37; number 39, H, carries 0.32; number 40, H, carries 0.37

Record 3
ORCA calculation (wB97M-V/def2-TZVPD) on C13H20F3N2O7PPbS2 as an isolated structure.

ORCA input file:
```
! RIJCOSX wB97M-V def2-TZVPD def2/J DEFGRID3
* xyz 0 1
Pb 0.555 -0.102 -0.363
C -1.662 0.471 2.967
C -0.196 0.224 3.064
N 0.643 0.028 2.057
C 1.904 -0.145 2.596
C 1.814 -0.054 3.944
N 0.489 0.173 4.217
C 2.767 -0.157 5.083
O 4.019 -0.358 4.771
O 2.325 -0.052 6.206
C 3.106 -0.374 1.738
O 4.192 -0.491 2.328
O 2.880 -0.421 0.500
H -1.960 0.572 1.925
H -1.938 1.387 3.491
H -2.230 -0.351 3.405
H 0.151 0.301 5.161
H 4.125 -0.400 3.758
F -0.417 2.523 -4.538
C -1.680 2.202 -4.297
F -2.146 1.444 -5.284
F -2.410 3.303 -4.196
S -1.793 1.215 -2.757
O -3.148 0.791 -2.600
O -1.415 2.370 -1.801
O -0.741 0.238 -2.782
C -3.998 -1.010 0.553
C -3.282 -1.976 -0.388
P -1.511 -2.240 -0.035
C -1.534 -3.150 1.550
C -0.135 -3.519 2.056
C -1.090 -3.562 -1.220
C -1.070 -3.098 -2.680
H -5.057 -0.962 0.300
H -3.592 -0.001 0.460
H -3.928 -1.329 1.597
H -3.349 -1.608 -1.417
H -3.752 -2.964 -0.359
H -2.149 -4.044 1.413
H -2.047 -2.516 2.277
H 0.362 -4.224 1.388
H -0.189 -3.988 3.040
H 0.506 -2.639 2.146
H -1.812 -4.369 -1.069
H -0.109 -3.949 -0.935
H -2.040 -2.714 -3.000
H -0.809 -3.931 -3.333
H -0.338 -2.302 -2.845
S -1.375 1.900 -0.131
*
```

E_HOMO = -0.322 hartree
Gap between HOMO and LUMO = 8.5 eV
Calculated total energy = -75479.8878 eV

Computed Mulliken charges, given in elementary charges: number 1, Pb, carries 1.07; number 2, C, carries -0.77; number 3, C, carries -0.08; number 4, N, carries 0.02; number 5, C, carries 0.13; number 6, C, carries 0.23; number 7, N, carries -0.03; number 8, C, carries 0.53; number 9, O, carries -0.57; number 10, O, carries -0.64; number 11, C, carries 0.70; number 12, O, carries -0.81; number 13, O, carries -0.69; number 14, H, carries -0.36; number 15, H, carries 0.45; number 16, H, carries 0.32; number 17, H, carries 0.24; number 18, H, carries 0.49; number 19, F, carries -0.20; number 20, C, carries 0.42; number 21, F, carries -0.19; number 22, F, carries -0.19; number 23, S, carries 1.35; number 24, O, carries -0.62; number 25, O, carries -0.31; number 26, O, carries -0.58; number 27, C, carries -1.16; number 28, C, carries -0.68; number 29, P, carries 0.85; number 30, C, carries -0.64; number 31, C, carries -1.15; number 32, C, carries -0.69; number 33, C, carries -1.09; number 34, H, carries 0.44; number 35, H, carries 0.16; number 36, H, carries 0.30; number 37, H, carries 0.29; number 38, H, carries 0.51; number 39, H, carries 0.52; number 40, H, carries 0.27; number 41, H, carries 0.34; number 42, H, carries 0.41; number 43, H, carries 0.12; number 44, H, carries 0.43; number 45, H, carries 0.32; number 46, H, carries 0.28; number 47, H, carries 0.42; number 48, H, carries 0.19; number 49, S, carries -0.35

Record 4
ORCA calculation (wB97M-V/def2-TZVPD) on an isolated ion of composition C13H20NOS and charge +1.

ORCA input file:
```
! RIJCOSX wB97M-V def2-TZVPD def2/J DEFGRID3
* xyz 1 1
C 2.162 3.273 4.508
H 2.474 3.523 5.518
H 1.078 3.281 4.449
H 2.609 3.970 3.806
S 2.796 1.599 4.212
C 2.342 1.247 2.560
C 1.589 2.093 1.748
C 1.286 1.717 0.454
C 1.721 0.500 -0.060
C 2.469 -0.346 0.755
C 2.778 0.022 2.045
H 3.366 -0.627 2.673
H 2.826 -1.289 0.371
C 1.349 0.101 -1.460
H 1.989 -0.704 -1.822
H 1.430 0.952 -2.140
N -0.066 -0.374 -1.489
H -0.409 -0.602 -2.452
H -0.662 0.367 -1.104
C -0.328 -1.640 -0.772
H 0.474 -2.338 -1.020
H -0.349 -1.490 0.306
C -1.661 -2.189 -1.306
C -2.917 -1.451 -0.785
H -3.611 -2.165 -0.348
H -2.673 -0.716 -0.020
C -3.526 -0.812 -2.041
H -3.203 0.223 -2.159
C -2.945 -1.685 -3.152
H -3.522 -2.608 -3.266
H -2.865 -1.189 -4.119
O -1.627 -1.993 -2.717
H -4.611 -0.833 -2.034
H -1.721 -3.260 -1.080
H 0.717 2.396 -0.167
H 1.243 3.046 2.111
*
```

E_HOMO = -0.402 hartree
SMILES string = CSc1ccc(C[NH2+]C[C@H]2CCCO2)cc1
Gap between HOMO and LUMO = 8.3 eV
Calculated total energy = -28172.2833 eV

Computed Mulliken charges, given in elementary charges: number 1, C, carries -0.91; number 2, H, carries 0.39; number 3, H, carries 0.30; number 4, H, carries 0.31; number 5, S, carries -0.01; number 6, C, carries 0.78; number 7, C, carries -0.37; number 8, C, carries -0.69; number 9, C, carries 0.64; number 10, C, carries -0.53; number 11, C, carries -0.92; number 12, H, carries 0.39; number 13, H, carries 0.39; number 14, C, carries -1.39; number 15, H, carries 0.48; number 16, H, carries 0.47; number 17, N, carries 0.02; number 18, H, carries 0.42; number 19, H, carries 0.40; number 20, C, carries -1.03; number 21, H, carries 0.48; number 22, H, carries 0.38; number 23, C, carries 0.30; number 24, C, carries -0.93; number 25, H, carries 0.38; number 26, H, carries 0.31; number 27, C, carries -0.51; number 28, H, carries 0.22; number 29, C, carries -0.49; number 30, H, carries 0.34; number 31, H, carries 0.33; number 32, O, carries -0.61; number 33, H, carries 0.40; number 34, H, carries 0.50; number 35, H, carries 0.41; number 36, H, carries 0.36

What is the calculated total energy in the first record?
-64283.9082 eV